Record 1
Molecular formula: C33H28N6O8P2STi
Method: DFT, ωB97M-V/def2-TZVPD

Cartesian coordinates (Å):
1 Ti 0.689 -0.383 0.206
2 O 3.047 -1.834 3.196
3 C 2.482 -1.662 2.124
4 N 2.332 -0.488 1.443
5 C 2.793 0.699 2.027
6 C 4.034 0.838 2.646
7 C 4.415 2.061 3.178
8 C 3.560 3.154 3.103
9 C 2.324 3.021 2.490
10 C 1.937 1.800 1.948
11 N 0.741 1.616 1.228
12 C -0.378 2.091 1.756
13 O -0.613 2.545 2.891
14 C -1.515 2.085 0.767
15 C -2.549 3.009 0.875
16 C -3.525 3.014 -0.103
17 C -3.453 2.084 -1.133
18 C -2.401 1.182 -1.136
19 N -1.449 1.195 -0.211
20 C 1.976 -2.789 1.267
21 C 2.564 -4.012 1.337
22 C 2.239 -4.954 0.293
23 C 1.623 -4.525 -0.821
24 C 1.326 -3.053 -0.990
25 N 1.096 -2.412 0.301
26 H 4.681 -0.024 2.712
27 H 5.383 2.158 3.657
28 H 3.854 4.108 3.525
29 H 1.640 3.859 2.439
30 H -2.552 3.691 1.713
31 H -4.335 3.734 -0.068
32 H -4.192 2.053 -1.923
33 H -2.303 0.426 -1.905
34 H 3.241 -4.234 2.148
35 H 2.513 -6.000 0.400
36 H 1.400 -5.203 -1.637
37 H 0.449 -2.916 -1.631
38 N -4.181 -1.670 1.427
39 C -2.769 -2.144 1.485
40 C -2.780 -3.583 2.014
41 P -1.741 -1.138 2.673
42 O -2.615 0.233 2.725
43 O -1.776 -1.818 3.984
44 O -0.448 -0.856 1.962
45 P -2.173 -2.207 -0.286
46 O -1.811 -3.732 -0.573
47 O -3.540 -1.997 -1.053
48 O -1.085 -1.338 -0.794
49 H -4.190 -0.672 1.621
50 H -4.689 -2.111 2.185
51 H -4.217 -1.901 -0.328
52 H -3.134 -3.560 3.045
53 H -1.774 -4.000 2.028
54 H -3.413 -4.220 1.394
55 H -2.064 1.003 2.965
56 H -0.852 -3.873 -0.456
57 S -0.283 1.649 -4.198
58 C -0.542 3.142 -3.357
59 C -1.237 4.281 -3.748
60 C -1.305 5.348 -2.868
61 C -0.688 5.288 -1.615
62 C 0.007 4.161 -1.221
63 C 0.080 3.077 -2.097
64 N 0.733 1.895 -1.832
65 C 0.659 1.063 -2.811
66 C 1.304 -0.254 -2.810
67 C 1.485 -0.855 -4.050
68 C 2.310 -2.024 -4.120
69 C 2.829 -2.586 -3.014
70 C 2.411 -2.143 -1.643
71 C 1.750 -0.758 -1.569
72 H -1.720 4.331 -4.716
73 H -1.848 6.242 -3.154
74 H -0.759 6.135 -0.942
75 H 0.492 4.085 -0.257
76 H 1.150 -0.378 -4.962
77 H 2.576 -2.418 -5.098
78 H 3.515 -3.424 -3.099
79 H 3.262 -2.209 -0.947

Values from the calculation:
total energy: -4135.5499 a.u.
E_LUMO (spin up / spin down): 4.05 / 4.05 eV
ΔE to the lowest compared entry with this formula, charge and spin: 0.0 kJ/mol
gap between HOMO and LUMO (spin up / spin down): 0.15507 / 0.15492 hartree
maximum force: 1.52 eV/A
charge: -2
HOMO energy (spin up / spin down): -0.17 / -0.16 eV

Record 2
Molecular formula: C33H29AuNPS2
Method: DFT, ωB97M-V/def2-TZVPD

Cartesian coordinates (Å):
1 Au -0.226 0.027 -0.398
2 C -5.702 1.476 2.978
3 C -4.860 0.817 3.860
4 C -3.708 0.194 3.397
5 C -3.401 0.228 2.040
6 C -4.247 0.903 1.158
7 C -5.397 1.519 1.623
8 P -1.940 -0.559 1.318
9 C -0.913 -1.007 2.753
10 C -0.645 -2.322 3.113
11 C 0.208 -2.598 4.175
12 C 0.788 -1.563 4.892
13 C 0.518 -0.244 4.542
14 C -0.319 0.030 3.474
15 C -2.518 -2.125 0.626
16 C -3.487 -2.882 1.225
17 C -3.896 -4.104 0.650
18 C -3.337 -4.519 -0.525
19 C -2.355 -3.741 -1.188
20 C -1.812 -4.144 -2.434
21 C -0.900 -3.355 -3.068
22 C -0.471 -2.138 -2.482
23 C -0.956 -1.717 -1.274
24 C -1.926 -2.526 -0.606
25 H -6.597 1.963 3.345
26 H -5.097 0.785 4.916
27 H -3.053 -0.317 4.091
28 H -4.001 0.948 0.102
29 H -6.045 2.039 0.930
30 H -1.086 -3.138 2.555
31 H 0.420 -3.626 4.439
32 H 1.453 -1.780 5.718
33 H 0.974 0.570 5.091
34 H -0.497 1.062 3.189
35 H -3.948 -2.546 2.148
36 H -4.653 -4.702 1.140
37 H -3.651 -5.450 -0.982
38 H -2.144 -5.078 -2.872
39 H -0.497 -3.654 -4.027
40 H 0.260 -1.534 -3.006
41 S 1.239 1.259 -2.186
42 C 0.560 2.604 -1.344
43 N -0.224 2.410 -0.313
44 C -0.703 3.596 0.216
45 C -1.580 3.704 1.293
46 C -1.973 4.963 1.705
47 C -1.502 6.109 1.054
48 C -0.636 6.010 -0.019
49 C -0.240 4.744 -0.437
50 S 0.807 4.280 -1.747
51 H -1.948 2.812 1.785
52 H -2.655 5.061 2.539
53 H -1.823 7.084 1.394
54 H -0.280 6.900 -0.520
55 C 4.029 -1.394 0.702
56 C 2.617 -1.439 0.096
57 C 1.988 -2.801 0.355
58 C 1.824 -0.306 0.681
59 H 4.634 -2.229 0.343
60 H 3.978 -1.464 1.792
61 H 4.544 -0.467 0.447
62 H 2.719 -1.274 -0.982
63 H 1.922 -2.983 1.433
64 H 2.594 -3.600 -0.077
65 H 0.984 -2.878 -0.060
66 H 2.229 0.684 0.493
67 H 1.529 -0.448 1.720

Values from the calculation:
total energy: -2603.0475 a.u.
E_LUMO (spin up / spin down): 0.28 / -0.93 eV
ΔE to the lowest compared entry with this formula, charge and spin: 0.0 kJ/mol
gap between HOMO and LUMO (spin up / spin down): 0.25542 / 0.24635 hartree
maximum force: 0.80 eV/A
multiplicity: 3
charge: 0
HOMO energy (spin up / spin down): -6.67 / -7.64 eV

Record 3
Molecular formula: C33H29BrCrN9O4S2
Method: DFT, ωB97M-V/def2-TZVPD

Cartesian coordinates (Å):
1 Cr 0.175 1.222 0.240
2 N -4.412 5.373 5.044
3 C -4.251 4.694 3.867
4 C -4.329 3.274 3.847
5 C -3.980 2.579 2.699
6 C -3.741 3.283 1.539
7 C -3.785 4.748 1.491
8 C -4.046 5.412 2.663
9 S -3.353 2.439 0.089
10 O -4.439 1.612 -0.298
11 O -2.789 3.455 -0.794
12 N -2.036 1.426 0.505
13 C -2.215 0.044 0.606
14 N -3.306 -0.641 0.920
15 C -3.167 -1.981 0.998
16 C -1.935 -2.664 0.845
17 C -0.830 -1.842 0.620
18 N -0.984 -0.501 0.447
19 H -4.519 4.805 5.897
20 H -4.248 6.369 5.099
21 H -4.608 2.701 4.748
22 H -3.778 1.517 2.768
23 H -3.381 5.270 0.615
24 H -4.183 6.520 2.742
25 H -4.080 -2.493 1.187
26 H -1.773 -3.726 0.753
27 H 0.183 -2.219 0.517
28 C 5.865 1.585 0.481
29 C 4.594 1.117 1.150
30 C 4.555 0.573 2.447
31 C 3.422 0.289 3.064
32 C 2.193 0.412 2.384
33 Br 0.608 0.042 3.430
34 N 2.124 0.802 1.093
35 C 3.347 1.307 0.537
36 H 6.710 1.046 0.990
37 H 5.972 2.683 0.600
38 H 5.912 1.264 -0.530
39 H 5.475 0.378 3.021
40 H 3.360 -0.195 4.009
41 H 3.254 1.647 -0.517
42 O 0.600 -4.997 -4.082
43 C -0.369 -4.018 -4.191
44 O -1.321 -4.223 -4.935
45 C -0.095 -2.776 -3.418
46 C -0.896 -1.682 -3.753
47 C -0.732 -0.395 -3.277
48 C 0.300 -0.187 -2.363
49 C 1.122 -1.302 -2.000
50 C 0.850 -2.613 -2.437
51 N 0.473 1.049 -1.700
52 C 0.450 2.203 -2.362
53 C 0.466 3.447 -1.558
54 C 0.272 4.748 -2.058
55 C 0.159 5.780 -1.113
56 C 0.195 5.514 0.267
57 C 0.323 4.214 0.683
58 N 0.489 3.218 -0.183
59 H 0.885 -5.296 -3.189
60 H -1.608 -1.883 -4.537
61 H -1.399 0.473 -3.519
62 H 1.992 -1.058 -1.348
63 H 1.525 -3.375 -2.026
64 H 0.543 2.209 -3.435
65 H 0.155 4.942 -3.140
66 H -0.058 6.788 -1.449
67 H 0.077 6.309 1.033
68 H 0.314 3.910 1.699
69 S 2.838 -4.872 -0.208
70 C 2.362 -6.378 -0.890
71 N 2.591 -7.510 -0.167
72 C 2.117 -8.746 -0.658
73 C 1.512 -8.769 -1.849
74 C 1.275 -7.595 -2.543
75 N 1.716 -6.436 -2.070
76 H 2.956 -7.462 0.782
77 H 2.366 -9.586 -0.043
78 H 1.188 -9.703 -2.245
79 H 0.786 -7.565 -3.529

Values from the calculation:
total energy: -6483.0544 a.u.
E_LUMO (spin up / spin down): -7.28 / -7.44 eV
ΔE to the lowest compared entry with this formula, charge and spin: 0.0 kJ/mol
gap between HOMO and LUMO (spin up / spin down): 0.17348 / 0.16815 hartree
maximum force: 3.57 eV/A
multiplicity: 4
charge: +2
HOMO energy (spin up / spin down): -12.00 / -12.01 eV

Record 4
Molecular formula: C33H29BrIrN5O3S3
Method: DFT, ωB97M-V/def2-TZVPD

Cartesian coordinates (Å):
1 Ir -0.307 0.207 0.183
2 C -2.540 -1.389 3.571
3 C -1.391 -0.896 2.750
4 N -1.513 -0.828 1.436
5 N -2.545 -1.591 0.929
6 C -2.459 -1.834 -0.319
7 S -1.159 -1.224 -1.318
8 S -3.700 -2.803 -1.112
9 C -4.848 -1.431 -1.552
10 C -5.300 -0.667 -0.345
11 C -6.262 -1.189 0.514
12 C -6.613 -0.509 1.669
13 C -6.005 0.701 1.981
14 C -5.055 1.237 1.124
15 C -4.710 0.554 -0.034
16 C -0.141 -0.596 3.403
17 C -0.063 -0.655 4.813
18 C 1.117 -0.480 5.482
19 C 2.295 -0.246 4.761
20 C 2.266 -0.192 3.392
21 C 1.057 -0.356 2.696
22 O 1.150 -0.269 1.375
23 H -3.446 -1.458 2.982
24 H -2.692 -0.682 4.385
25 H -2.315 -2.366 4.001
26 H -5.670 -1.956 -2.039
27 H -4.373 -0.786 -2.291
28 H -6.726 -2.141 0.283
29 H -7.364 -0.924 2.329
30 H -6.277 1.230 2.885
31 H -4.588 2.183 1.368
32 H -3.976 0.971 -0.714
33 H -0.957 -0.833 5.389
34 H 1.136 -0.523 6.561
35 H 3.232 -0.103 5.283
36 H 3.161 -0.016 2.811
37 C 3.277 6.669 3.541
38 C 2.120 5.742 3.294
39 C 0.824 6.102 3.647
40 C -0.243 5.240 3.435
41 C -0.007 4.002 2.862
42 C 1.280 3.617 2.502
43 C 2.331 4.489 2.717
44 S -1.354 2.881 2.669
45 O -1.280 1.891 3.703
46 O -2.561 3.651 2.540
47 N -1.035 2.121 1.256
48 C -1.513 2.603 0.080
49 C -2.133 3.814 -0.285
50 C -2.456 4.000 -1.606
51 C -2.181 3.022 -2.574
52 C -1.586 1.861 -2.166
53 N -1.279 1.673 -0.871
54 H 2.935 7.666 3.811
55 H 3.910 6.751 2.657
56 H 3.900 6.296 4.355
57 H 0.643 7.072 4.092
58 H -1.251 5.527 3.704
59 H 1.456 2.641 2.065
60 H 3.336 4.194 2.437
61 H -2.342 4.561 0.462
62 H -2.929 4.927 -1.904
63 H -2.433 3.169 -3.613
64 H -1.346 1.054 -2.843
65 Br 4.271 -1.141 -2.976
66 C 3.217 0.242 -2.274
67 C 3.568 1.571 -2.447
68 C 2.751 2.543 -1.895
69 C 1.617 2.163 -1.207
70 N 1.279 0.876 -1.057
71 C 2.072 -0.075 -1.567
72 H 4.462 1.834 -2.995
73 H 2.989 3.593 -1.993
74 H 0.959 2.893 -0.756
75 H 1.781 -1.103 -1.403

Values from the calculation:
total energy: -5647.1416 a.u.
E_LUMO (spin up / spin down): -3.27 / -4.93 eV
ΔE to the lowest compared entry with this formula, charge and spin: 0.0 kJ/mol
gap between HOMO and LUMO (spin up / spin down): 0.27430 / 0.22669 hartree
maximum force: 0.80 eV/A
multiplicity: 2
charge: +1
HOMO energy (spin up / spin down): -10.73 / -11.10 eV

Record 5
Molecular formula: C33H29ClN3OPbSi
Method: DFT, ωB97M-V/def2-TZVPD

Cartesian coordinates (Å):
1 Pb -4.331 -18.741 0.343
2 Cl 2.465 -19.342 -1.433
3 C 0.713 -19.638 -1.403
4 C -0.045 -19.591 -2.592
5 C -1.416 -19.657 -2.489
6 C -2.033 -19.849 -1.204
7 O -3.347 -19.976 -1.163
8 C -1.233 -20.015 -0.065
9 C -1.761 -20.252 1.274
10 N -2.937 -19.920 1.675
11 C -3.480 -20.255 2.956
12 C -3.292 -21.404 3.610
13 C -3.945 -21.774 4.797
14 C -4.874 -20.911 5.276
15 C -5.113 -19.673 4.619
16 C -6.081 -18.713 5.085
17 C -6.287 -17.565 4.398
18 C -5.508 -17.268 3.221
19 N -4.651 -18.168 2.796
20 C -4.411 -19.339 3.457
21 C 0.165 -19.944 -0.219
22 H 0.474 -19.464 -3.535
23 H -2.101 -19.589 -3.288
24 H -1.117 -20.832 1.932
25 H -2.697 -22.191 3.185
26 H -3.673 -22.647 5.277
27 H -5.389 -21.113 6.255
28 H -6.557 -18.948 6.034
29 H -6.919 -16.775 4.752
30 H -5.689 -16.340 2.732
31 H 0.819 -20.106 0.592
32 N -5.564 -17.126 -1.430
33 C -4.874 -16.866 -2.650
34 C -5.533 -17.024 -3.853
35 C -4.861 -16.897 -5.041
36 C -3.532 -16.663 -5.037
37 C -2.792 -16.560 -3.825
38 C -3.466 -16.610 -2.589
39 C -2.684 -16.454 -1.304
40 C -1.614 -15.558 -1.385
41 C -0.813 -15.317 -0.329
42 C -1.126 -15.881 0.933
43 C -2.163 -16.842 1.035
44 C -2.883 -17.146 -0.076
45 H -6.575 -17.162 -1.579
46 H -5.407 -16.318 -0.735
47 H -6.601 -17.178 -3.805
48 H -5.335 -16.765 -5.986
49 H -2.982 -16.384 -5.972
50 H -1.758 -16.335 -3.829
51 H -1.506 -15.125 -2.396
52 H -0.026 -14.499 -0.391
53 H -0.626 -15.625 1.829
54 H -2.404 -17.127 2.082
55 C -6.448 -23.747 0.427
56 Si -7.775 -22.437 0.125
57 C -9.298 -22.635 1.250
58 C -8.285 -22.652 -1.599
59 C -6.828 -20.845 0.460
60 C -6.078 -19.900 0.505
61 H -6.771 -24.633 -0.055
62 H -6.347 -23.933 1.477
63 H -5.416 -23.461 0.059
64 H -9.590 -23.686 1.261
65 H -10.147 -22.062 0.954
66 H -9.088 -22.323 2.340
67 H -8.196 -23.705 -1.718
68 H -7.604 -22.186 -2.293
69 H -9.279 -22.322 -1.895

Values from the calculation:
total energy: -2456.6642 a.u.
E_LUMO: -3.42 eV
ΔE to the lowest compared entry with this formula, charge and spin: 0.0 kJ/mol
gap between HOMO and LUMO: 0.26078 hartree
maximum force: 3.48 eV/A
charge: +1
HOMO energy: -10.52 eV

Record 6
Molecular formula: C33H29FeN4O5
Method: DFT, ωB97M-V/def2-TZVPD

Cartesian coordinates (Å):
1 O 2.764 -1.961 1.367
2 C 2.295 -0.893 1.391
3 Fe 1.615 0.902 1.712
4 C 2.690 2.113 2.318
5 O 3.443 2.582 3.075
6 C 1.187 0.149 3.237
7 O 0.807 -0.511 4.132
8 C -1.725 -1.907 1.002
9 C -2.658 -0.888 1.665
10 C -2.074 0.474 2.194
11 C -0.678 1.137 2.079
12 C -0.269 1.433 0.729
13 C -0.306 0.260 -0.165
14 C -0.584 -1.063 0.121
15 H -1.000 -1.991 1.857
16 H -3.707 -0.720 1.276
17 H -2.908 -1.509 2.529
18 H -2.726 1.241 1.728
19 H -2.288 0.443 3.274
20 H -0.642 1.966 2.831
21 H -0.195 2.515 0.367
22 H 0.139 0.482 -1.169
23 H 0.293 -1.699 -0.170
24 O -5.039 -4.317 3.518
25 C -5.407 -5.322 2.938
26 C -6.607 -6.125 3.406
27 C -7.863 -5.838 2.873
28 C -8.940 -6.647 3.226
29 C -8.749 -7.700 4.129
30 C -7.493 -7.939 4.699
31 C -6.414 -7.132 4.350
32 N -4.777 -5.833 1.790
33 C -5.160 -7.195 1.359
34 C -4.448 -7.608 0.091
35 N -3.026 -7.333 0.238
36 C -2.205 -8.039 -0.736
37 C -0.746 -7.774 -0.445
38 N -0.489 -6.317 -0.404
39 C 0.476 -5.743 -1.254
40 O 0.441 -4.576 -1.601
41 C 1.577 -6.666 -1.718
42 C 1.814 -6.778 -3.090
43 C 2.771 -7.683 -3.541
44 C 3.524 -8.415 -2.616
45 C 3.338 -8.236 -1.240
46 C 2.356 -7.356 -0.789
47 C -1.434 -5.496 0.252
48 C -1.217 -4.144 0.456
49 N -2.173 -3.198 0.732
50 C -3.323 -3.830 1.320
51 C -3.591 -5.197 1.274
52 C -2.662 -6.066 0.635
53 H -7.973 -5.001 2.186
54 H -9.925 -6.450 2.804
55 H -9.592 -8.344 4.393
56 H -7.353 -8.746 5.418
57 H -5.426 -7.278 4.780
58 H -4.925 -7.922 2.169
59 H -6.252 -7.233 1.188
60 H -4.568 -8.690 -0.058
61 H -4.872 -7.067 -0.773
62 H -2.426 -9.113 -0.639
63 H -2.444 -7.717 -1.771
64 H -0.464 -8.202 0.532
65 H -0.132 -8.252 -1.219
66 H 1.231 -6.169 -3.778
67 H 2.926 -7.814 -4.613
68 H 4.279 -9.118 -2.971
69 H 3.946 -8.782 -0.519
70 H 2.185 -7.196 0.273
71 H -0.258 -3.696 0.359
72 H -4.032 -3.203 1.836

Values from the calculation:
total energy: -3133.6047 a.u.
E_LUMO (spin up / spin down): 2.07 / 2.02 eV
ΔE to the lowest compared entry with this formula, charge and spin: 47.9 kJ/mol
gap between HOMO and LUMO (spin up / spin down): 0.14119 / 0.19068 hartree
maximum force: 7.14 eV/A
multiplicity: 5
charge: -1
HOMO energy (spin up / spin down): -1.78 / -3.17 eV